Record 1
Below is a 2-piece molecular cluster, C5H11NO2 overall, with properties calculated with ωB97M-V with the def2-TZVPD basis set.

Values from the calculation:
* orbital gap: 8.4972 eV
* relative energy (zero: lowest compared OMol25 entry of this formula, charge and spin): 470.66 kJ/mol

```
19
C5H11NO2 (ωB97M-V with the def2-TZVPD basis set)
O 2.5962 0.1776 2.1876
C 1.8850 0.3601 1.2217
N 0.5706 -0.3031 1.2686
C -0.6138 0.0957 0.4771
C -1.0300 -0.9077 -0.5806
C -2.0771 -0.4011 -1.5175
O 0.1798 -1.4198 -1.1693
C 2.1413 1.1489 0.0605
H 0.4918 -0.7639 2.1754
H -0.5020 1.1223 0.0646
H -1.4524 0.1421 1.1623
H -1.4590 -1.7669 0.0023
H -1.6149 0.4778 -1.9738
H -3.0134 -0.0165 -1.1150
H -2.4229 -1.1432 -2.2302
H 0.7770 -1.3980 -0.4042
H 1.6618 1.0296 -0.9193
H 0.7477 1.9643 1.1506
H 3.1343 1.6017 0.1389
```

Record 2
Below is an isolated ion of composition C5H10N5 and charge +1, with properties calculated with ωB97M-V with the def2-TZVPD basis set.

Values from the calculation:
* SMILES: NN1C=CCN=C1NC=[NH2+]
* orbital gap: 8.5532 eV
* relative energy (zero: lowest compared OMol25 entry of this formula, charge and spin): 194.05 kJ/mol
* net charge: +1

```
20
C5H10N5 (ωB97M-V with the def2-TZVPD basis set)
N 1.2084 1.2805 0.6350
N -0.1376 0.8637 0.0545
C -1.2522 1.5667 0.6574
C -2.4977 1.0487 0.7357
C -2.6914 -0.4362 0.4330
N -1.4098 -1.0619 0.0015
C -0.2804 -0.5143 -0.1577
N 0.8160 -1.2743 -0.7400
C 2.0927 -0.8761 -0.6299
N 3.1221 -1.3123 -1.2866
H 1.0864 1.1372 1.5787
H 1.1963 2.2395 0.4949
H -1.0134 2.6406 0.7063
H -3.3941 1.5238 0.8752
H -3.1917 -0.9873 1.2374
H -3.3173 -0.5710 -0.4280
H 0.4793 -2.1880 -1.1702
H 2.2102 -0.1363 0.1939
H 4.1359 -1.0782 -1.0785
H 2.8383 -1.8647 -2.1127
```

Record 3
Below is a 2-piece molecular cluster, C2H3NO2 overall, with properties calculated with ωB97M-V with the def2-TZVPD basis set.

Values from the calculation:
* SMILES: O=CO.C#N
* orbital gap: 11.5586 eV
* relative energy (zero: lowest compared OMol25 entry of this formula, charge and spin): 122.51 kJ/mol

```
8
C2H3NO2 (ωB97M-V with the def2-TZVPD basis set)
O -0.9891 0.0266 0.6840
C -1.5861 -0.5485 -0.1909
O -1.7736 -0.0638 -1.4223
H -2.0942 -1.4738 -0.0247
H -1.5418 0.9442 -1.3596
C 2.6248 -0.2001 0.6688
N 1.6746 -0.4216 0.0960
H 3.4162 -0.1070 1.4282
```

Record 4
Below is an isolated molecule of C5H9NO, with properties calculated with ωB97M-V with the def2-TZVPD basis set.

Values from the calculation:
* SMILES: C/C(N)=C\C=C\O
* orbital gap: 8.3943 eV
* relative energy (zero: lowest compared OMol25 entry of this formula, charge and spin): 236.59 kJ/mol

```
16
C5H9NO (ωB97M-V with the def2-TZVPD basis set)
C -0.9011 1.0953 -0.8322
C -0.9835 -0.1118 0.0754
N -2.1900 -0.2286 0.7565
C -0.1851 -1.2216 -0.0828
C 1.2038 -0.9965 -0.2647
C 1.7065 -0.0029 0.5266
O 2.9337 0.5826 0.3474
H -0.6744 1.9958 -0.2542
H -0.1458 0.9811 -1.6132
H -1.8571 1.2565 -1.3451
H -2.1615 -0.8833 1.5311
H -2.6016 0.6635 1.0122
H -0.5151 -2.2122 0.2222
H 1.7494 -1.4611 -1.0802
H 1.3514 0.1993 1.5306
H 3.2705 0.3439 -0.5296
```